Below is 2 unconnected molecules or ions with the total composition C11H19FNO2 in a non-equilibrium geometry, with properties calculated with ωB97M-V/def2-TZVPD.

Positions of all 34 atoms, in Å:
C (2.20, 0.48, 0.25)
C (-3.38, 0.54, -0.06)
C (0.41, 1.76, 0.08)
C (0.00, 0.37, -0.31)
C (-4.37, 1.55, -0.12)
C (4.47, -1.62, -0.75)
C (5.95, 0.36, 0.01)
C (-4.64, -1.45, 0.85)
C (-1.11, -0.09, 0.55)
C (4.90, -0.66, 0.17)
C (-3.86, -0.85, -0.38)
N (-2.23, 0.78, 0.37)
O (1.28, -0.35, -0.04)
O (1.81, 1.69, 0.37)
F (-2.90, -1.72, -0.81)
H (0.34, 2.52, -0.71)
H (-0.15, 2.18, 0.86)
H (-0.13, 0.02, -1.41)
H (-3.83, 2.50, 0.03)
H (-5.27, 1.51, 0.55)
H (-4.59, 1.49, -1.13)
H (4.09, -1.12, -1.67)
H (3.66, -2.35, -0.58)
H (5.52, -2.20, -0.90)
H (6.61, 0.28, 0.92)
H (5.46, 1.35, 0.08)
H (6.31, 0.34, -1.09)
H (-5.65, -1.05, 0.66)
H (-4.56, -2.56, 0.71)
H (-4.26, -1.10, 1.85)
H (-0.54, -0.10, 1.54)
H (-1.44, -1.07, 0.22)
H (4.42, -0.63, 1.14)
H (-4.54, -0.80, -1.25)

Output
- Energy: -20005.3585 eV
- Largest force on an atom: 4.12 eV/Å
- HOMO energy: -11.57 eV
- Net charge: +1

---

Below is a single C11H19I molecule in a non-equilibrium geometry, with properties calculated with ωB97M-V/def2-TZVPD.

Positions of all 31 atoms, in Å:
C (1.31, 2.44, -1.09)
C (1.01, 1.19, -1.21)
C (0.20, 0.32, -0.22)
C (-0.58, -0.67, -1.17)
C (-1.55, 0.02, -2.20)
C (-0.73, 1.20, 0.57)
C (-1.43, 0.36, 1.72)
C (-0.34, -0.23, 2.69)
C (0.51, -1.16, 1.91)
C (1.17, -0.51, 0.72)
C (2.00, -1.55, -0.11)
I (2.80, 0.93, 1.43)
H (1.74, 3.00, -1.98)
H (0.74, 3.07, -0.43)
H (1.65, 0.56, -1.94)
H (0.00, -1.44, -1.72)
H (-1.37, -1.21, -0.49)
H (-2.60, 0.13, -1.89)
H (-1.56, -0.66, -3.02)
H (-1.30, 0.92, -2.60)
H (-1.48, 1.71, -0.07)
H (-0.16, 2.02, 1.07)
H (-2.14, -0.53, 1.55)
H (-2.07, 1.08, 2.38)
H (0.27, 0.72, 2.93)
H (-0.90, -0.57, 3.66)
H (1.35, -1.47, 2.48)
H (-0.15, -2.02, 1.43)
H (2.49, -0.98, -0.79)
H (1.28, -2.19, -0.53)
H (2.85, -1.97, 0.62)

Output
- Energy: -19813.3356 eV
- Largest force on an atom: 5.11 eV/Å
- HOMO energy: -8.68 eV
- Net charge: 0

---

Below is 2 unconnected molecules or ions with the total composition C11H19N4O2 in a non-equilibrium geometry, with properties calculated with ωB97M-V/def2-TZVPD.

Positions of all 36 atoms, in Å:
C (-1.69, 1.33, 1.49)
N (-0.91, 0.19, 1.00)
C (-0.30, -0.62, 2.06)
C (-0.07, 0.53, -0.08)
O (-0.45, 0.51, -1.21)
C (1.38, 0.95, 0.16)
N (1.46, 2.12, 1.07)
C (2.05, 2.01, 2.25)
C (2.08, 3.12, 3.10)
C (1.49, 4.28, 2.63)
C (0.92, 4.28, 1.35)
N (0.91, 3.21, 0.58)
H (-1.11, 2.01, 2.13)
H (-2.52, 0.94, 2.08)
H (-2.13, 1.86, 0.66)
H (0.79, -0.58, 2.07)
H (-0.64, -0.28, 3.03)
H (-0.59, -1.66, 1.94)
H (1.97, 0.15, 0.57)
H (1.84, 1.23, -0.79)
H (2.49, 1.07, 2.53)
H (2.54, 3.05, 4.07)
H (1.46, 5.18, 3.22)
H (0.47, 5.17, 0.95)
C (0.06, -4.08, -2.28)
O (1.06, -3.56, -1.80)
N (-0.86, -3.43, -3.00)
C (-2.05, -4.08, -3.51)
C (-0.65, -2.02, -3.26)
H (-0.17, -5.15, -2.13)
H (-2.08, -4.02, -4.60)
H (-2.95, -3.61, -3.10)
H (-2.05, -5.13, -3.22)
H (0.28, -1.88, -3.82)
H (-0.56, -1.49, -2.32)
H (-1.48, -1.61, -3.82)

Output
- Energy: -21762.2658 eV
- Largest force on an atom: 1.20 eV/Å
- HOMO energy: -11.03 eV
- Net charge: +1

---

Below is a gas-phase ion, C11H19N4O4S (charge -1) in a non-equilibrium geometry, with properties calculated with ωB97M-V/def2-TZVPD.

Positions of all 39 atoms, in Å:
C (1.89, 0.28, -3.52)
N (1.23, 0.08, -2.25)
C (0.72, -1.14, -1.94)
O (0.73, -1.98, -2.74)
C (-0.01, -1.38, -0.53)
C (0.52, -2.43, 0.47)
C (-0.34, -2.59, 1.73)
C (0.31, -2.30, 3.06)
N (-0.07, -1.22, 3.65)
O (1.06, -3.14, 3.60)
N (-0.14, -0.15, 0.21)
C (0.87, 0.64, 0.63)
O (2.08, 0.45, 0.30)
C (0.49, 1.76, 1.62)
C (-0.89, 2.29, 1.72)
S (-2.02, 1.02, 2.31)
N (1.32, 3.00, 1.51)
C (1.70, 3.82, 0.45)
C (1.42, 3.36, -0.92)
O (2.12, 4.98, 0.61)
H (2.69, 1.02, -3.56)
H (2.33, -0.58, -3.77)
H (1.23, 0.63, -4.29)
H (1.15, 0.92, -1.70)
H (-1.00, -1.67, -0.84)
H (0.66, -3.43, -0.05)
H (1.45, -2.09, 0.80)
H (-1.19, -1.92, 1.62)
H (-0.71, -3.67, 1.77)
H (0.26, -1.03, 4.54)
H (-0.57, -0.53, 3.13)
H (-1.05, 0.22, 0.50)
H (0.79, 1.33, 2.57)
H (-0.99, 3.14, 2.42)
H (-1.37, 2.63, 0.78)
H (1.70, 3.36, 2.43)
H (2.18, 2.70, -1.37)
H (0.42, 2.96, -1.09)
H (1.57, 4.23, -1.55)

Output
- Energy: -36703.4214 eV
- Largest force on an atom: 6.02 eV/Å
- HOMO energy: -4.28 eV
- Net charge: -1

---

Below is a molecular structure, C11H19N5O6S in a non-equilibrium geometry, with properties calculated with ωB97M-V/def2-TZVPD.

Positions of all 42 atoms, in Å:
O (0.37, -2.80, 1.42)
O (-2.27, -2.07, -1.99)
O (3.15, 1.16, 0.21)
N (-3.03, 4.70, 0.31)
N (-4.25, 2.70, -0.65)
O (-2.12, -1.76, 0.24)
O (-1.20, 3.62, 1.04)
O (0.79, 0.36, -1.46)
S (-4.48, 4.36, -0.50)
C (0.41, -1.62, 1.78)
C (-2.42, -1.35, -1.02)
C (3.32, -0.05, 0.11)
C (-2.39, 3.57, 0.39)
C (-3.07, 2.41, -0.17)
N (4.56, -0.53, -0.03)
N (-2.43, 0.68, -2.51)
N (1.18, -0.71, 1.19)
C (-0.42, -1.15, 2.95)
C (4.97, -1.92, -0.16)
C (-2.50, 1.02, -0.09)
C (-2.93, 0.10, -1.24)
C (1.39, -0.91, -1.27)
C (2.11, -1.00, 0.09)
H (-1.71, -2.64, 0.16)
H (-1.08, 4.56, 1.27)
H (1.44, 1.04, -1.23)
H (5.28, 0.18, -0.03)
H (-2.70, 0.07, -3.29)
H (-1.41, 0.76, -2.48)
H (1.13, 0.24, 1.51)
H (-1.06, -0.33, 2.62)
H (0.23, -0.82, 3.75)
H (-1.04, -1.98, 3.29)
H (4.70, -2.48, 0.73)
H (4.50, -2.38, -1.04)
H (6.06, -1.97, -0.29)
H (-2.83, 0.59, 0.86)
H (-1.41, 1.08, -0.06)
H (-4.03, 0.05, -1.26)
H (0.62, -1.67, -1.32)
H (2.11, -1.09, -2.07)
H (2.46, -2.02, 0.20)

Output
- Energy: -42287.3502 eV
- Largest force on an atom: 2.09 eV/Å
- HOMO energy: -8.96 eV
- Net charge: 0

---

Below is a molecular structure, C11H20B2O6SSi2 in a non-equilibrium geometry, with properties calculated with ωB97M-V/def2-TZVPD.

Positions of all 42 atoms, in Å:
C (1.91, -2.78, 1.93)
C (0.68, -2.57, 2.92)
S (-0.14, -0.92, 2.73)
C (1.20, 0.37, 2.56)
Si (0.60, 1.93, 1.65)
O (-1.13, 1.92, 1.70)
C (-1.73, 2.19, 0.48)
O (-1.49, 3.12, -0.24)
C (-2.86, 1.20, 0.04)
C (-4.20, 1.62, -0.35)
C (-5.17, 0.58, -0.70)
C (-4.84, -0.85, -0.68)
C (-3.48, -1.26, -0.33)
C (-2.52, -0.22, 0.02)
O (1.27, 2.17, 0.12)
Si (1.45, 0.73, -0.80)
B (3.33, 0.46, -1.37)
C (3.93, -1.00, -1.78)
O (4.24, 1.55, -1.47)
B (0.44, 1.04, -2.49)
O (-0.15, 0.02, -3.25)
O (0.36, 2.39, -2.92)
H (1.81, -3.73, 1.33)
H (2.85, -2.79, 2.53)
H (1.93, -1.95, 1.18)
H (1.05, -2.75, 3.96)
H (-0.06, -3.39, 2.69)
H (1.42, 0.69, 3.62)
H (2.16, -0.06, 2.17)
H (1.03, 3.08, 2.47)
H (-4.47, 2.70, -0.37)
H (-6.22, 0.82, -0.98)
H (-5.56, -1.65, -0.95)
H (-3.14, -2.32, -0.28)
H (-1.49, -0.53, 0.29)
H (0.93, -0.47, -0.13)
H (3.13, -1.64, -2.25)
H (4.44, -1.50, -0.91)
H (4.71, -0.82, -2.57)
H (4.46, 1.65, -2.42)
H (-0.06, 0.32, -4.18)
H (-0.59, 2.64, -2.97)

Output
- Energy: -51964.3627 eV
- Largest force on an atom: 2.62 eV/Å
- HOMO energy: -8.63 eV
- Net charge: 0

---

Number 1: Kohn-Sham gap 6.279 eV, LUMO energy -5.29 eV. Number 2: Kohn-Sham gap 9.158 eV, LUMO energy 0.48 eV. Number 3: Kohn-Sham gap 5.789 eV, LUMO energy -5.24 eV. Number 4: Kohn-Sham gap 7.216 eV, LUMO energy 2.94 eV. Number 5: Kohn-Sham gap 9.393 eV, LUMO energy 0.43 eV. Number 6: Kohn-Sham gap 8.642 eV, LUMO energy 0.01 eV.